A 2-piece molecular cluster, C4H12 overall at a distorted geometry. Source: the Open Molecules 2025 dataset; level of theory: ωB97M-V/def2-TZVPD.

Values from the calculation:
- Frontier orbital gap: 12.6 eV
- LUMO energy: 1.178 eV
- M: 60.14 g/mol
- Calculated total energy: -4342.18290 eV
- Net charge: 0
- SMILES: CC.CC
- Energy above the lowest of the compared OMol25 structures with the same formula, charge and spin: 8.0 kcal/mol

Each atom is followed by the atoms it is bonded to, with distances in Å.
Element x y z (Å)
1 C 2.13 -1.15 -0.33  C2 1.548, H3 1.083, H4 1.085, H5 1.094
2 C 1.62 0.30 -0.45  C1 1.548, H6 1.082, H7 1.096, H8 1.093
3 H 1.70 -1.82 -1.07  C1 1.083
4 H 3.21 -1.11 -0.35  C1 1.085
5 H 1.85 -1.55 0.65  C1 1.094
6 H 0.78 0.39 -1.13  C2 1.082
7 H 2.46 0.94 -0.75  C2 1.096
8 H 1.36 0.86 0.45  C2 1.093
9 C -1.60 0.18 1.05  C10 1.518, H11 1.097, H12 1.087, H13 1.088
10 C -2.17 0.62 -0.29  C9 1.518, H14 1.095, H15 1.093, H16 1.086
11 H -1.25 -0.86 0.96  C9 1.097
12 H -0.72 0.71 1.38  C9 1.087
13 H -2.35 0.19 1.84  C9 1.088
14 H -2.38 1.70 -0.27  C10 1.095
15 H -3.13 0.19 -0.57  C10 1.093
16 H -1.50 0.41 -1.12  C10 1.086